Record 1
Entry from OMol25: C33H50Cl2FeP2 as an isolated structure at a distorted geometry (wB97M-V/def2-TZVPD).

Calculated values
DFT total energy (Eh): -4154.35420
Energy above the lowest of the compared OMol25 structures with the same formula, charge and spin (eV): 0.000
2S+1: 6
E_HOMO (spin up / spin down) (eV): -2.701 / -4.275
Strongest force on any atom (eV Å⁻¹): 2.83
LUMO (spin up / spin down) (eV): 2.81 / 2.79
Total charge: -1
HOMO-LUMO gap (spin up / spin down) (Eh): 0.202 / 0.260

Atoms and positions in Å:
P: -1.311 0.604 -0.565
C: -0.845 1.707 -2.008
C: -2.004 2.260 -2.841
C: -1.450 2.899 -4.121
C: -0.335 3.923 -3.853
C: 0.748 3.439 -2.880
C: 0.152 2.798 -1.615
C: -1.887 1.687 0.837
C: -2.991 2.664 0.430
C: -3.566 3.319 1.692
C: -2.486 3.979 2.561
C: -1.269 3.084 2.832
C: -0.741 2.399 1.565
C: -2.805 -0.372 -1.089
C: -2.474 -1.269 -2.291
C: -3.682 -2.105 -2.731
C: -4.287 -2.913 -1.575
C: -4.529 -2.058 -0.324
C: -3.318 -1.216 0.084
H: -0.293 0.979 -2.630
H: -2.563 3.005 -2.259
H: -2.716 1.466 -3.104
H: -2.266 3.388 -4.664
H: -1.063 2.106 -4.776
H: 0.133 4.211 -4.802
H: -0.789 4.833 -3.439
H: 1.403 2.706 -3.373
H: 1.380 4.287 -2.583
H: 0.958 2.382 -0.989
H: -0.354 3.582 -1.030
H: -2.315 0.955 1.546
H: -4.081 2.547 2.281
H: -3.790 2.150 -0.126
H: -2.577 3.435 -0.239
H: -4.319 4.061 1.400
H: -2.929 4.287 3.515
H: -2.146 4.898 2.066
H: -0.463 3.677 3.281
H: -1.540 2.304 3.559
H: 0.052 1.681 1.826
H: -0.278 3.150 0.911
H: -3.592 0.349 -1.382
H: -2.110 -0.681 -3.148
H: -1.646 -1.935 -2.008
H: -4.445 -1.429 -3.139
H: -3.379 -2.779 -3.544
H: -3.619 -3.747 -1.328
H: -5.237 -3.354 -1.901
H: -4.832 -2.696 0.515
H: -5.361 -1.372 -0.528
H: -3.600 -0.578 0.932
H: -2.497 -1.854 0.442
Fe: 0.960 -1.268 0.059
Cl: -0.241 -1.917 1.768
Cl: 0.937 -1.261 -2.160
C: 2.119 0.150 0.239
H: 2.360 0.581 -0.755
C: 2.711 0.868 1.306
C: 2.344 0.622 2.667
C: 2.974 1.314 3.695
C: 3.967 2.264 3.412
C: 4.323 2.538 2.079
C: 3.697 1.872 1.038
H: 1.584 -0.133 2.877
H: 2.698 1.109 4.733
H: 5.100 3.268 1.861
H: 3.958 2.077 -0.007
H: 4.472 2.787 4.226
C: 3.900 -2.424 -1.028
P: 2.507 -2.924 0.048
C: 1.414 -4.166 -0.786
C: 3.273 -3.969 1.330
C: 2.986 -3.857 2.695
C: 3.469 -4.837 3.573
C: 4.220 -5.912 3.097
C: 4.508 -6.018 1.729
C: 4.059 -5.033 0.853
H: 3.991 -1.334 -0.930
H: 3.699 -2.674 -2.079
H: 4.839 -2.885 -0.694
H: 1.942 -4.664 -1.610
H: 1.091 -4.908 -0.042
H: 0.520 -3.664 -1.183
H: 2.381 -3.029 3.056
H: 3.246 -4.769 4.641
H: 4.586 -6.680 3.778
H: 5.073 -6.863 1.336
H: 4.289 -5.100 -0.212

---

Record 2
Entry from OMol25: C23H33N7O4SSi2Sr as an isolated structure (wB97M-V/def2-TZVPD).

Calculated values
DFT total energy (Eh): -2588.51939
Energy above the lowest of the compared OMol25 structures with the same formula, charge and spin (eV): 1.242
E_HOMO (eV): -0.622
Strongest force on any atom (eV Å⁻¹): 0.51
LUMO (eV): 4.49
Total charge: -2
HOMO-LUMO gap (Eh): 0.188

Atoms and positions in Å:
Sr: -0.847 0.730 -0.639
N: -0.413 -5.023 0.110
C: -0.005 -3.763 0.528
S: -0.247 -3.397 2.195
N: 0.614 -3.093 -0.408
N: 0.916 -1.790 -0.146
C: 2.027 -1.417 -0.652
C: 2.520 -0.035 -0.560
C: 3.818 0.259 -0.966
C: 4.285 1.556 -0.848
C: 3.450 2.532 -0.332
C: 2.158 2.168 0.022
N: 1.708 0.918 -0.085
H: -0.473 -5.698 0.851
H: 0.018 -5.331 -0.749
H: 2.662 -2.136 -1.172
H: 4.438 -0.530 -1.372
H: 5.291 1.805 -1.165
H: 3.759 3.562 -0.236
H: 1.473 2.907 0.422
C: -1.853 -1.637 -4.414
Si: -0.543 -0.518 -3.535
C: 1.040 -1.584 -3.858
C: -0.254 0.862 -4.885
C: -0.101 0.444 -6.216
C: 0.137 1.325 -7.260
C: 0.231 2.685 -6.989
C: 0.084 3.121 -5.681
C: -0.159 2.249 -4.608
Si: -0.334 3.046 -2.838
C: -1.633 4.434 -3.204
C: 1.256 4.152 -2.813
H: -1.551 -1.955 -5.419
H: -2.814 -1.121 -4.498
H: -2.015 -2.538 -3.814
H: 1.096 -1.910 -4.904
H: 1.045 -2.472 -3.219
H: 1.945 -1.004 -3.646
H: -0.166 -0.615 -6.447
H: 0.249 0.955 -8.275
H: 0.417 3.396 -7.788
H: 0.161 4.187 -5.487
H: -1.358 5.054 -4.066
H: -1.717 5.090 -2.332
H: -2.625 4.014 -3.395
H: 1.287 4.858 -3.652
H: 2.162 3.542 -2.859
H: 1.293 4.732 -1.885
C: -4.367 0.722 3.758
O: -4.239 0.975 2.359
C: -3.108 0.610 1.727
O: -3.084 0.696 0.502
N: -2.111 0.151 2.502
N: -0.909 -0.188 1.856
H: -5.398 0.970 4.003
H: -3.687 1.343 4.343
H: -4.178 -0.329 3.979
H: -2.001 0.512 3.456
H: -0.664 -1.164 2.051
H: -0.184 0.440 2.200
O: -1.466 1.588 4.842
C: -0.787 2.531 4.405
C: -0.279 3.629 5.345
C: 0.359 4.619 4.389
C: 0.302 3.884 3.041
O: 0.837 4.327 2.038
N: -0.416 2.724 3.129
H: 0.432 3.177 6.040
H: -1.110 4.019 5.933
H: 1.390 4.888 4.615
H: -0.211 5.544 4.290